{
  "formula": "C15H26F6NO3P2Tc",
  "method": "ωB97M-V/def2-TZVPD",
  "symbols": ["Tc", "P", "C", "C", "N", "C", "C", "C", "C", "C", "P", "H", "H", "H", "H", "H", "H", "H", "H", "O", "H", "H", "O", "H", "C", "H", "H", "H", "C", "H", "H", "H", "C", "H", "H", "H", "C", "H", "H", "H", "C", "C", "O", "C", "F", "F", "F", "C", "F", "F", "F", "H", "H", "H"],
  "xyz": [[-0.1235, 0.0014, 0.0834], [-1.9460, 0.7435, 1.1603], [-3.0140, 1.5696, -0.1063], [-2.0777, 2.2603, -1.0810], [-0.8274, 1.7460, -1.1910], [0.0513, 2.3462, -2.0104], [-0.2278, 3.5446, -2.6573], [-1.4962, 4.0929, -2.5298], [-2.4236, 3.4428, -1.7292], [1.4066, 1.7191, -2.1439], [1.3741, -0.0313, -1.5475], [-3.4272, 3.8477, -1.5858], [0.5702, 4.0522, -3.1871], [-1.7416, 5.0234, -3.0309], [1.7759, 1.7359, -3.1830], [2.1215, 2.2600, -1.4947], [-3.5816, 0.7514, -0.5980], [-3.6891, 2.3020, 0.3868], [-2.1409, -3.0674, -2.3852], [-2.5884, -2.2034, -2.3679], [-3.5255, -2.3405, -2.6129], [0.3659, -4.1859, -1.4084], [0.0907, -3.9085, -2.3201], [0.4471, -4.5881, -2.9191], [0.8544, -0.9623, -3.0185], [1.4754, -0.6873, -3.8827], [0.8667, -2.0438, -2.8105], [-0.1930, -0.6982, -3.1954], [3.1291, -0.3668, -1.2470], [3.2191, -1.3896, -0.8668], [3.7554, -0.2423, -2.1429], [3.4801, 0.3182, -0.4636], [-1.5416, 2.1057, 2.2958], [-2.4169, 2.7098, 2.5652], [-1.0909, 1.6621, 3.1875], [-0.7879, 2.7364, 1.8112], [-2.8905, -0.4865, 2.0617], [-2.1854, -1.0318, 2.6900], [-3.6927, -0.0695, 2.6709], [-3.2963, -1.1828, 1.3276], [3.1257, -1.4225, 2.1225], [1.6333, -1.3677, 2.4808], [0.7364, -0.8944, 1.5222], [1.1673, -2.8411, 2.7705], [1.8913, -3.4558, 3.7469], [-0.1412, -2.9379, 3.0970], [1.3378, -3.5767, 1.6236], [1.4801, -0.4254, 3.7253], [2.4274, -0.6077, 4.6845], [1.6109, 0.8635, 3.2781], [0.2542, -0.5100, 4.3081], [3.2730, -2.1273, 1.2993], [3.7001, -1.7550, 2.9989], [3.4461, -0.4272, 1.8192]],
  "lowdin_charge": [1.392, 0.770, -0.204, -0.289, -0.029, -0.304, 0.046, 0.051, 0.043, -0.228, 0.762, 0.151, 0.150, 0.151, 0.131, 0.125, 0.121, 0.132, 0.021, -0.093, 0.067, 0.076, -0.071, 0.085, -0.181, 0.095, 0.031, 0.057, -0.196, 0.055, 0.097, 0.061, -0.176, 0.092, 0.056, 0.064, -0.178, 0.051, 0.096, 0.070, 0.049, -0.334, -0.229, -0.479, 0.201, 0.168, 0.138, -0.480, 0.194, 0.131, 0.159, 0.100, 0.133, 0.101],
  "molar_mass_g_mol": 542.3,
  "total_charge": 3,
  "e_lumo_ev": [-14.437, -13.693],
  "multiplicity": 4
}

{
  "formula": "C4H8O2",
  "method": "ωB97M-V/def2-TZVPD",
  "symbols": ["C", "C", "O", "C", "C", "O", "H", "H", "H", "H", "H", "H", "H", "H"],
  "xyz": [[0.8118, -0.5969, -1.0291], [-0.3911, -0.2706, -0.1609], [-1.6314, -0.5816, -0.7374], [-0.2989, -0.2740, 1.3476], [-0.2970, 1.0225, 0.5885], [0.9217, 1.7029, 0.5099], [0.9048, -1.6720, -1.2036], [1.7555, -0.2468, -0.5989], [0.6898, -0.0989, -2.0004], [-1.7262, -1.5447, -0.7149], [-1.2090, -0.4821, 1.9078], [0.6196, -0.6034, 1.8221], [-1.1744, 1.6630, 0.6792], [1.0248, 1.9825, -0.4100]],
  "lowdin_charge": [-0.013, -0.515, 0.011, -0.006, -0.300, -0.021, 0.083, 0.085, 0.091, 0.106, 0.112, 0.115, 0.152, 0.101],
  "smiles": "C[C@@]1(O)C[C@H]1O",
  "molar_mass_g_mol": 88.1,
  "total_charge": 0,
  "e_lumo_ev": 0.848,
  "de_lowest_kcal_mol": 42.64
}

{
  "formula": "C6H10",
  "method": "ωB97M-V/def2-TZVPD",
  "symbols": ["C", "C", "C", "C", "C", "C", "H", "H", "H", "H", "H", "H", "H", "H", "H", "H"],
  "xyz": [[1.1704, -0.6444, -1.6480], [1.1550, 0.5286, -1.0177], [0.9438, 0.6183, 0.4981], [-0.5470, 0.2674, 0.6463], [-1.2519, 0.6937, -0.4027], [-1.0675, -0.7604, 1.6028], [1.1798, -1.5762, -1.0785], [1.0694, -0.7433, -2.7269], [1.1259, 1.4592, -1.5889], [1.2776, 1.5719, 0.9329], [1.5424, -0.1694, 0.9698], [-0.9173, 1.6375, -0.7863], [-2.0234, 0.1626, -0.9541], [-0.8118, -0.5157, 2.6440], [-2.1613, -0.7687, 1.5357], [-0.6842, -1.7613, 1.3737]],
  "lowdin_charge": [-0.021, -0.215, -0.153, -0.368, 0.009, -0.068, 0.065, 0.055, 0.100, 0.109, 0.110, 0.059, 0.084, 0.082, 0.076, 0.077],
  "smiles": "C=CCC(=C)C",
  "molar_mass_g_mol": 82.1,
  "total_charge": 0,
  "e_lumo_ev": 1.152,
  "de_lowest_kcal_mol": 53.64
}

{
  "formula": "C22H43N2O8SSbSi3Sn",
  "method": "ωB97M-V/def2-TZVPD",
  "symbols": ["Sn", "O", "C", "O", "C", "O", "C", "C", "O", "O", "H", "H", "H", "H", "H", "S", "C", "C", "C", "C", "C", "C", "C", "O", "N", "C", "O", "N", "C", "O", "H", "H", "H", "H", "H", "H", "H", "H", "H", "H", "H", "C", "Si", "C", "C", "Sb", "Si", "C", "C", "C", "Si", "C", "C", "C", "H", "H", "H", "H", "H", "H", "H", "H", "H", "H", "H", "H", "H", "H", "H", "H", "H", "H", "H", "H", "H", "H", "H", "H", "H", "H", "H"],
  "xyz": [[1.7968, 1.2486, 1.0102], [3.2325, 2.8952, 5.1562], [2.6946, 2.7346, 3.9177], [1.6587, 2.2077, 3.6817], [3.5922, 3.3675, 2.8684], [3.0537, 3.3125, 1.5320], [2.1025, 4.5030, 1.2598], [0.9601, 3.4264, -0.6606], [0.5314, 2.6352, 0.3843], [0.4984, 3.2376, -1.7787], [2.5875, 2.4874, 5.7274], [3.7544, 4.4247, 3.2004], [4.5196, 2.8145, 2.7750], [1.2478, 4.3495, 1.8921], [2.6064, 5.3643, 1.6282], [2.6727, 5.4884, -1.3050], [1.8344, 4.4580, -0.1843], [0.1511, 0.2814, 5.7961], [-1.0943, 0.6498, 4.9587], [-1.3963, -0.3142, 3.8277], [-2.5716, 0.1599, 2.9962], [-2.8445, -0.7460, 1.8268], [-1.8154, -1.6216, 4.4688], [-2.9184, -1.8158, 4.9850], [-0.8232, -2.5520, 4.5047], [0.4696, -2.4231, 3.9303], [1.3161, -3.2139, 4.2837], [0.7207, -1.3811, 3.0668], [-0.1948, -0.4320, 2.9359], [-0.0131, 0.5519, 2.1653], [0.2490, 0.9323, 6.6772], [1.0515, 0.3626, 5.2335], [0.1099, -0.7301, 6.2532], [-0.8354, 1.6520, 4.5384], [-2.0095, 0.7123, 5.5906], [-2.3720, 1.1615, 2.6579], [-3.4321, 0.3347, 3.6531], [-2.0302, -0.7239, 1.1364], [-3.8011, -0.4784, 1.3773], [-2.9403, -1.7761, 2.1924], [-0.9757, -3.3778, 5.0610], [-2.3500, -3.2768, -0.8392], [-1.9009, -2.3745, -2.4520], [-3.6095, -1.8547, -3.1023], [-1.2522, -3.6970, -3.5991], [-0.4704, -0.3637, -1.8595], [1.8139, -1.5198, -2.3247], [1.9891, -2.9588, -1.1948], [2.0246, -2.3956, -3.9596], [3.1964, -0.2044, -2.0173], [-0.8169, 1.1759, -3.9924], [-1.3453, 0.1770, -5.5430], [-2.1269, 2.3609, -3.5170], [0.8643, 1.8176, -4.4556], [-2.9276, -4.1527, -1.0743], [-2.9974, -2.6120, -0.2682], [-1.4930, -3.5314, -0.2246], [-4.2067, -2.7127, -3.4338], [-3.5205, -1.1484, -3.9426], [-4.1276, -1.2781, -2.3281], [-2.0385, -4.4733, -3.7003], [-0.2555, -4.1682, -3.3403], [-1.0418, -3.1592, -4.5578], [1.3856, -3.7644, -1.5510], [1.8605, -2.7798, -0.1144], [3.0551, -3.3463, -1.2786], [1.2493, -3.1032, -4.0816], [3.0410, -2.8271, -3.9382], [2.0326, -1.6531, -4.7717], [3.6213, 0.0130, -3.0282], [3.9795, -0.6791, -1.4148], [2.8616, 0.7597, -1.5852], [-2.0321, -0.6119, -5.2959], [-0.5245, -0.2764, -6.0199], [-1.7948, 0.8866, -6.2801], [-3.0866, 1.8633, -3.3951], [-2.1988, 3.0362, -4.3617], [-1.7454, 2.8300, -2.6246], [1.5044, 0.9476, -4.6567], [1.2731, 2.5081, -3.7144], [0.7665, 2.3796, -5.3830]],
  "lowdin_charge": [1.386, 0.130, -0.488, 0.087, -0.116, -0.312, -0.195, -0.687, -0.329, -0.033, 0.108, 0.152, 0.139, 0.110, 0.092, 0.501, -0.701, -0.081, -0.144, -0.342, -0.193, -0.076, -0.424, 0.064, 0.197, -0.540, 0.048, 0.195, -0.463, -0.197, 0.073, 0.041, 0.087, 0.128, 0.135, 0.116, 0.124, 0.035, 0.086, 0.085, 0.154, -0.237, 0.226, -0.231, -0.248, 0.865, 0.251, -0.248, -0.223, -0.247, 0.326, -0.213, -0.229, -0.225, 0.016, 0.001, 0.022, 0.029, -0.001, 0.026, 0.034, 0.025, 0.029, 0.002, 0.036, 0.056, -0.030, 0.042, 0.025, 0.032, 0.021, -0.034, -0.023, -0.005, 0.041, 0.029, 0.031, 0.011, 0.016, 0.017, 0.028],
  "molar_mass_g_mol": 820.4,
  "total_charge": -1,
  "e_lumo_ev": [2.097, 2.094],
  "multiplicity": 2,
  "de_lowest_kcal_mol": 0.00
}

{
  "formula": "C52H68ClF3N7O4Si",
  "method": "ωB97M-V/def2-TZVPD",
  "symbols": ["C", "O", "C", "C", "C", "C", "C", "C", "C", "C", "C", "C", "C", "F", "F", "C", "C", "Si", "C", "C", "C", "C", "C", "C", "C", "C", "C", "C", "O", "O", "C", "C", "C", "C", "O", "Cl", "N", "F", "H", "H", "H", "H", "H", "H", "H", "H", "H", "H", "H", "H", "H", "H", "H", "H", "H", "H", "H", "H", "H", "H", "H", "H", "H", "H", "H", "H", "H", "H", "H", "H", "H", "H", "H", "H", "H", "H", "N", "C", "C", "C", "C", "H", "H", "H", "H", "H", "N", "C", "C", "C", "C", "H", "H", "H", "H", "H", "N", "C", "C", "C", "C", "H", "H", "H", "H", "H", "N", "C", "C", "C", "C", "H", "H", "H", "H", "H", "N", "C", "C", "C", "C", "H", "H", "H", "H", "H", "N", "C", "C", "C", "C", "H", "H", "H", "H", "H"],
  "xyz": [[2.9762, -1.1976, 4.9504], [3.3924, 0.1290, 4.6070], [3.6422, 0.2713, 3.2101], [4.6705, 1.4531, 2.9355], [5.3185, 1.1779, 1.5221], [4.4614, 1.8034, 0.3257], [4.7291, 0.9507, -0.9966], [3.3045, 0.4228, -1.4842], [2.8857, -0.9054, -0.7323], [1.4087, -0.8283, -0.0805], [0.7708, -2.2220, -0.2744], [0.2025, -2.6285, -1.5508], [0.1028, -1.7692, -2.8373], [0.5314, -2.4484, -3.9881], [0.7905, -0.5709, -2.8345], [-1.4187, -1.4034, -3.1239], [-1.9649, -0.2436, -2.1926], [-3.2169, -0.7822, -0.8540], [-2.3835, -1.2030, 0.8365], [-4.2954, -2.2802, -1.3177], [-4.4399, 0.6598, -0.5122], [-5.5077, 0.3509, 0.4737], [-6.5620, 1.3037, 0.8384], [-6.5076, 2.6167, 0.1508], [-5.4413, 2.9383, -0.8063], [-4.3816, 1.9687, -1.1726], [-0.3640, -4.0082, -1.5957], [-0.9976, -4.6553, -2.8522], [-0.3475, -5.0377, -3.7922], [-2.3553, -4.8442, -2.8937], [-0.3461, -4.8664, -0.3797], [0.2315, -4.3264, 0.8352], [0.2622, -5.1623, 2.1722], [-0.0634, -6.6780, 1.9427], [0.4174, -7.3710, 1.1082], [-1.2816, -7.4062, 3.0666], [0.7738, -3.0614, 0.8365], [1.3236, -2.6491, 1.9942], [3.2894, -1.9788, 4.1943], [3.4834, -1.4887, 5.9180], [1.8639, -1.2387, 5.1345], [4.0867, -0.6552, 2.7397], [2.6962, 0.5343, 2.6487], [4.1566, 2.4469, 2.9977], [5.4632, 1.3964, 3.7264], [6.3393, 1.6482, 1.4559], [5.4505, 0.0843, 1.2938], [3.3564, 1.7816, 0.5468], [4.7527, 2.8697, 0.1507], [5.1530, 1.6606, -1.7650], [5.4671, 0.1198, -0.8548], [2.5095, 1.2069, -1.4069], [3.4557, 0.1615, -2.5737], [3.6522, -1.2902, -0.0055], [2.8024, -1.7107, -1.5253], [0.8498, -0.0026, -0.5903], [1.5383, -0.5209, 0.9901], [-2.0871, -2.3000, -3.1442], [-1.4130, -0.9957, -4.1776], [-2.5221, 0.4698, -2.8711], [-1.1709, 0.3674, -1.6886], [-1.7501, -0.3651, 1.2277], [-3.2272, -1.4193, 1.5564], [-1.7743, -2.1495, 0.7892], [-4.6715, -2.8082, -0.3997], [-3.8062, -3.0413, -1.9782], [-5.2157, -1.8827, -1.8427], [-5.5563, -0.6496, 0.9830], [-7.3441, 1.0313, 1.5823], [-7.3139, 3.3572, 0.3888], [-5.4498, 3.9510, -1.2738], [-3.5861, 2.2018, -1.9175], [-2.5945, -5.4094, -3.6538], [-0.7969, -5.8894, -0.4030], [1.2308, -5.0292, 2.7287], [-0.5765, -4.7413, 2.8025], [-9.9607, 0.9768, 3.2950], [-8.9773, 1.4129, 4.1438], [-9.4144, 2.5681, 4.7386], [-10.7132, 2.8374, 4.2347], [-11.0239, 1.8378, 3.3491], [-9.9105, 0.1524, 2.7221], [-8.0542, 0.8650, 4.2490], [-8.8636, 3.1546, 5.4572], [-11.3484, 3.6700, 4.4930], [-11.9061, 1.6653, 2.7537], [0.7510, 3.7807, -0.6720], [0.4308, 3.5473, -1.9846], [0.4362, 4.7508, -2.6408], [0.7778, 5.7481, -1.6914], [0.9686, 5.1199, -0.4879], [0.8168, 3.0790, 0.0442], [0.2263, 2.5473, -2.3354], [0.2200, 4.8992, -3.6872], [0.8734, 6.8073, -1.8710], [1.2382, 5.5083, 0.4811], [6.6404, -4.1330, 8.2011], [6.1372, -4.7319, 7.0784], [5.9770, -3.7638, 6.1203], [6.4048, -2.5354, 6.6848], [6.8110, -2.7951, 7.9680], [6.8528, -4.6033, 9.0640], [5.9364, -5.7911, 7.0592], [5.5958, -3.9207, 5.1230], [6.4146, -1.5694, 6.2036], [7.2044, -2.1459, 8.7336], [3.4654, -4.1518, -4.0403], [3.9748, -3.1903, -4.8716], [5.3339, -3.3624, -4.9336], [5.6573, -4.4737, -4.1130], [4.4849, -4.9414, -3.5777], [2.4929, -4.2617, -3.8065], [3.3276, -2.4686, -5.3442], [6.0201, -2.7583, -5.5060], [6.6390, -4.8843, -3.9359], [4.2877, -5.7642, -2.9090], [6.9157, 3.9440, -4.4175], [6.1073, 2.9000, -4.7789], [6.8829, 1.9647, -5.4145], [8.2119, 2.4605, -5.4326], [8.2011, 3.6813, -4.8083], [6.6128, 4.7744, -3.9390], [5.0524, 2.9144, -4.5542], [6.5350, 1.0276, -5.8206], [9.0783, 1.9766, -5.8553], [8.9939, 4.3844, -4.6098], [-8.7582, 5.8438, -0.1820], [-9.2850, 5.2867, -1.3175], [-9.4175, 6.2799, -2.2529], [-8.9477, 7.4815, -1.6631], [-8.5455, 7.1810, -0.3877], [-8.5583, 5.3488, 0.6696], [-9.5204, 4.2350, -1.3595], [-9.8075, 6.1573, -3.2512], [-8.9088, 8.4567, -2.1227], [-8.1286, 7.8005, 0.3900]],
  "lowdin_charge": [-0.116, -0.192, -0.249, -0.152, -0.199, -0.188, -0.179, -0.191, -0.139, -0.087, -0.043, 0.062, -0.401, 0.069, 0.076, -0.103, -0.220, 0.590, -0.178, -0.173, -0.249, -0.100, -0.055, -0.063, -0.061, -0.070, 0.064, -0.451, 0.152, 0.098, 0.125, -0.075, -0.053, -0.759, 0.072, 0.666, 0.040, 0.119, 0.078, 0.092, 0.090, 0.109, 0.110, 0.119, 0.117, 0.119, 0.093, 0.088, 0.113, 0.103, 0.112, 0.091, 0.113, 0.119, 0.107, 0.107, 0.103, 0.096, 0.142, 0.088, 0.067, 0.042, 0.042, 0.004, 0.045, 0.004, 0.056, 0.090, 0.079, 0.079, 0.101, 0.087, 0.154, 0.148, 0.149, 0.132, -0.006, -0.162, -0.112, -0.110, -0.139, 0.141, 0.101, 0.092, 0.093, 0.107, -0.004, -0.157, -0.105, -0.102, -0.135, 0.130, 0.089, 0.094, 0.096, 0.108, 0.006, -0.144, -0.129, -0.123, -0.134, 0.148, 0.105, 0.081, 0.089, 0.109, -0.002, -0.145, -0.107, -0.108, -0.147, 0.115, 0.104, 0.093, 0.093, 0.102, 0.000, -0.158, -0.116, -0.111, -0.140, 0.144, 0.100, 0.086, 0.092, 0.107, -0.005, -0.152, -0.113, -0.112, -0.141, 0.130, 0.103, 0.091, 0.092, 0.106],
  "molar_mass_g_mol": 975.7,
  "total_charge": 1,
  "e_lumo_ev": -5.107
}